Formula: C49H128Br2Cl14N10O10
Source: the Open Molecules 2025 dataset
Level of theory: ωB97M-V/def2-TZVPD

Last columns: bonded neighbours and bond lengths (Å).
CARTESIAN COORDINATES (ANGSTROEM)
1 Br 0.125 0.837 6.256  C2 1.992
2 C -0.394 2.424 5.170  Br1 1.992, C3 1.565, H5 1.090, H6 1.090
3 C 0.609 3.606 5.384  C2 1.565, Br4 1.960, H7 1.090, H8 1.090
4 Br 2.404 2.906 5.023  C3 1.960
5 H -1.384 2.786 5.446  C2 1.090
6 H -0.375 2.161 4.112  C2 1.090
7 H 0.578 3.853 6.445  C3 1.090
8 H 0.434 4.502 4.790  C3 1.090
9 C -6.420 6.502 0.936  C10 1.537, H15 1.090, H16 1.090, H17 1.090
10 C -7.224 7.006 2.144  C9 1.537, C11 1.512, N14 1.398, H18 1.090
11 C -6.287 7.220 3.311  C10 1.512, O12 1.453, H19 1.090, H20 1.090
12 O -6.863 6.928 4.612  C11 1.453, C13 1.415
13 C -6.007 7.307 5.674  O12 1.415, H21 1.090, H22 1.090, H23 1.090
14 N -7.927 8.153 1.764  C10 1.398, H24 1.010, H25 1.010
15 H -5.458 7.000 0.809  C9 1.090
16 H -6.931 6.371 -0.018  C9 1.090
17 H -6.084 5.487 1.152  C9 1.090
18 H -7.981 6.279 2.438  C10 1.090
19 H -5.787 8.189 3.295  C11 1.090
20 H -5.494 6.486 3.169  C11 1.090
21 H -5.596 8.270 5.372  C13 1.090
22 H -5.233 6.582 5.922  C13 1.090
23 H -6.429 7.401 6.674  C13 1.090
24 H -8.403 8.531 2.571  N14 1.010
25 H -8.684 7.839 1.173  N14 1.010
26 C 0.319 -4.085 -5.315  C27 1.514, H32 1.090, H33 1.090, H34 1.090
27 C 0.170 -2.797 -4.532  C26 1.514, C28 1.535, N31 1.525, H35 1.090
28 C -1.285 -2.423 -4.215  C27 1.535, O29 1.433, H36 1.090, H37 1.090
29 O -2.014 -2.123 -5.411  C28 1.433, C30 1.460
30 C -3.129 -1.265 -5.021  O29 1.460, H38 1.090, H39 1.090, H40 1.090
31 N 0.995 -2.943 -3.258  C27 1.525, H41 1.010, H42 1.010
32 H 1.350 -4.403 -5.469  C26 1.090
33 H -0.109 -3.966 -6.310  C26 1.090
34 H -0.155 -4.949 -4.851  C26 1.090
35 H 0.624 -1.930 -5.012  C27 1.090
36 H -1.209 -1.547 -3.572  C28 1.090
37 H -1.678 -3.254 -3.629  C28 1.090
38 H -3.624 -1.578 -4.101  C30 1.090
39 H -3.927 -1.362 -5.757  C30 1.090
40 H -2.852 -0.212 -4.964  C30 1.090
41 H 0.575 -3.677 -2.705  N31 1.010
42 H 1.898 -3.288 -3.552  N31 1.010
43 C -2.407 -1.643 4.760  C44 1.537, H49 1.090, H50 1.090, H51 1.090
44 C -2.651 -2.908 3.921  C43 1.537, C45 1.586, N48 1.448, H52 1.090
45 C -4.178 -3.215 3.621  C44 1.586, O46 1.420, H53 1.090, H54 1.090
46 O -4.780 -3.606 4.846  C45 1.420, C47 1.417
47 C -6.167 -3.886 4.763  O46 1.417, H55 1.090, H56 1.090, H57 1.090
48 N -1.917 -2.728 2.686  C44 1.448, H58 1.010, H59 1.010
49 H -2.847 -0.786 4.250  C43 1.090
50 H -1.349 -1.451 4.938  C43 1.090
51 H -2.981 -1.713 5.684  C43 1.090
52 H -2.396 -3.786 4.514  C44 1.090
53 H -4.387 -4.080 2.992  C45 1.090
54 H -4.647 -2.341 3.171  C45 1.090
55 H -6.461 -4.217 5.759  C47 1.090
56 H -6.391 -4.671 4.041  C47 1.090
57 H -6.663 -2.959 4.476  C47 1.090
58 H -1.041 -2.286 2.928  N48 1.010
59 H -1.654 -3.675 2.454  N48 1.010
60 C 5.308 0.974 -4.158  C61 1.512, H66 1.090, H67 1.090, H68 1.090
61 C 4.086 0.145 -4.486  C60 1.512, C62 1.547, N65 1.470, H69 1.090
62 C 4.389 -1.359 -4.688  C61 1.547, O63 1.398, H70 1.090, H71 1.090
63 O 3.373 -2.190 -5.170  C62 1.398, C64 1.414
64 C 3.101 -2.097 -6.555  O63 1.414, H72 1.090, H73 1.090, H74 1.090
65 N 3.183 0.245 -3.331  C61 1.470, H75 1.010, H76 1.010
66 H 5.853 0.473 -3.358  C60 1.090
67 H 5.020 2.018 -4.042  C60 1.090
68 H 5.926 0.866 -5.049  C60 1.090
69 H 3.563 0.410 -5.405  C61 1.090
70 H 4.644 -1.751 -3.703  C62 1.090
71 H 5.242 -1.407 -5.364  C62 1.090
72 H 2.507 -2.940 -6.908  C64 1.090
73 H 4.058 -2.129 -7.077  C64 1.090
74 H 2.579 -1.195 -6.875  C64 1.090
75 H 2.559 -0.542 -3.435  N65 1.010
76 H 3.714 -0.140 -2.563  N65 1.010
77 C 2.512 3.491 -0.120  C78 1.521, H83 1.090, H84 1.090, H85 1.090
78 C 1.698 4.480 0.700  C77 1.521, C79 1.549, N82 1.459, H86 1.090
79 C 1.408 5.767 -0.111  C78 1.549, O80 1.469, H87 1.090, H88 1.090
80 O 0.783 6.728 0.807  C79 1.469, C81 1.387
81 C 0.418 7.947 0.255  O80 1.387, H89 1.090, H90 1.090, H91 1.090
82 N 0.428 3.864 1.070  C78 1.459, H92 1.010, H93 1.010
83 H 2.658 2.582 0.464  C77 1.090
84 H 3.501 3.932 -0.244  C77 1.090
85 H 2.149 3.302 -1.130  C77 1.090
86 H 2.306 4.761 1.560  C78 1.090
87 H 0.850 5.600 -1.033  C79 1.090
88 H 2.291 6.251 -0.529  C79 1.090
89 H 0.189 8.697 1.013  C81 1.090
90 H -0.416 7.785 -0.428  C81 1.090
91 H 1.211 8.379 -0.355  C81 1.090
92 H -0.151 4.528 1.564  N82 1.010
93 H -0.134 3.668 0.254  N82 1.010
94 C -0.283 0.230 0.799  C95 1.530, H100 1.090, H101 1.090, H102 1.090
95 C -0.450 -0.189 -0.663  C94 1.530, C96 1.573, N99 1.432, H103 1.090
96 C -0.001 0.912 -1.693  C95 1.573, O97 1.439, H104 1.090, H105 1.090
97 O -0.692 2.102 -1.274  C96 1.439, C98 1.401
98 C -2.056 2.177 -1.589  O97 1.401, H106 1.090, H107 1.090, H108 1.090
99 N 0.299 -1.396 -0.843  C95 1.432, H109 1.010, H110 1.010
100 H 0.713 0.588 1.059  C94 1.090
101 H -0.642 -0.492 1.532  C94 1.090
102 H -0.867 1.119 1.038  C94 1.090
103 H -1.497 -0.396 -0.882  C95 1.090
104 H -0.204 0.530 -2.694  C96 1.090
105 H 1.043 1.200 -1.574  C96 1.090
106 H -2.601 1.396 -1.058  C98 1.090
107 H -2.308 2.076 -2.645  C98 1.090
108 H -2.477 3.108 -1.211  C98 1.090
109 H 1.234 -1.093 -0.610  N99 1.010
110 H 0.495 -1.556 -1.821  N99 1.010
111 C 1.210 -3.389 5.391  C112 1.457, H117 1.090, H118 1.090, H119 1.090
112 C 1.888 -2.549 4.412  C111 1.457, C113 1.577, N116 1.458, H120 1.090
113 C 3.378 -2.976 4.121  C112 1.577, O114 1.421, H121 1.090, H122 1.090
114 O 4.098 -2.062 3.306  C113 1.421, C115 1.401
115 C 5.463 -2.352 3.173  O114 1.401, H123 1.090, H124 1.090, H125 1.090
116 N 1.031 -2.456 3.237  C112 1.458, H126 1.010, H127 1.010
117 H 1.053 -4.369 4.941  C111 1.090
118 H 0.355 -2.878 5.835  C111 1.090
119 H 1.954 -3.541 6.173  C111 1.090
120 H 1.850 -1.557 4.862  C112 1.090
121 H 3.524 -3.983 3.729  C113 1.090
122 H 4.038 -3.020 4.987  C113 1.090
123 H 5.580 -3.426 3.027  C115 1.090
124 H 5.975 -2.122 4.107  C115 1.090
125 H 5.961 -1.714 2.442  C115 1.090
126 H 1.570 -2.133 2.446  N116 1.010
127 H 0.732 -3.394 3.012  N116 1.010
128 C 0.980 -6.847 2.929  C129 1.528, H134 1.090, H135 1.090, H136 1.090
129 C 0.488 -6.464 1.535  C128 1.528, C130 1.512, N133 1.443, H137 1.090
130 C -0.732 -7.273 1.158  C129 1.512, O131 1.441, H138 1.090, H139 1.090
131 O -0.517 -8.697 1.182  C130 1.441, C132 1.456
132 C -1.629 -9.502 0.695  O131 1.456, H140 1.090, H141 1.090, H142 1.090
133 N 0.272 -5.037 1.562  C129 1.443, H143 1.010, H144 1.010
134 H 0.294 -6.609 3.741  C128 1.090
135 H 1.929 -6.319 3.019  C128 1.090
136 H 1.142 -7.917 3.060  C128 1.090
137 H 1.348 -6.721 0.916  C129 1.090
138 H -1.146 -6.898 0.221  C130 1.090
139 H -1.520 -7.142 1.899  C130 1.090
140 H -1.838 -9.284 -0.352  C132 1.090
141 H -2.494 -9.442 1.355  C132 1.090
142 H -1.231 -10.514 0.771  C132 1.090
143 H 1.097 -4.460 1.640  N133 1.010
144 H -0.051 -4.853 0.623  N133 1.010
145 C 4.350 -4.698 0.466  C146 1.482, H151 1.090, H152 1.090, H153 1.090
146 C 3.630 -3.423 0.235  C145 1.482, C147 1.547, N150 1.438, H154 1.090
147 C 4.339 -2.473 -0.759  C146 1.547, O148 1.471, H155 1.090, H156 1.090
148 O 3.672 -1.172 -0.922  C147 1.471, C149 1.369
149 C 3.463 -0.433 0.211  O148 1.369, H157 1.090, H158 1.090, H159 1.090
150 N 2.378 -3.798 -0.364  C146 1.438, H160 1.010, H161 1.010
151 H 4.370 -5.403 -0.365  C145 1.090
152 H 3.816 -5.141 1.307  C145 1.090
153 H 5.394 -4.533 0.733  C145 1.090
154 H 3.420 -3.007 1.220  C146 1.090
155 H 4.350 -3.050 -1.683  C147 1.090
156 H 5.361 -2.194 -0.501  C147 1.090
157 H 3.213 0.606 -0.002  C149 1.090
158 H 4.412 -0.492 0.745  C149 1.090
159 H 2.742 -0.876 0.898  C149 1.090
160 H 2.654 -4.188 -1.254  N150 1.010
161 H 1.893 -2.944 -0.603  N150 1.010
162 C 5.774 2.014 0.038  C163 1.590, H168 1.090, H169 1.090, H170 1.090
163 C 6.947 0.971 -0.216  C162 1.590, C164 1.513, N167 1.458, H171 1.090
164 C 8.109 1.659 -0.898  C163 1.513, O165 1.458, H172 1.090, H173 1.090
165 O 7.484 2.096 -2.141  C164 1.458, C166 1.476
166 C 8.360 2.733 -3.144  O165 1.476, H174 1.090, H175 1.090, H176 1.090
167 N 7.449 0.395 1.025  C163 1.458, H177 1.010, H178 1.010
168 H 5.013 1.601 0.700  C162 1.090
169 H 5.347 2.070 -0.964  C162 1.090
170 H 6.121 2.982 0.400  C162 1.090
171 H 6.564 0.148 -0.819  C163 1.090
172 H 8.944 1.003 -1.146  C164 1.090
173 H 8.512 2.514 -0.355  C164 1.090
174 H 9.388 2.461 -2.907  C166 1.090
175 H 8.370 3.823 -3.142  C166 1.090
176 H 8.132 2.452 -4.172  C166 1.090
177 H 8.143 -0.311 0.825  N167 1.010
178 H 6.764 -0.192 1.479  N167 1.010
179 C -2.950 -2.988 -0.214  Cl180 1.715, Cl181 1.830, H182 1.090, H183 1.090
180 Cl -3.539 -2.059 -1.530  C179 1.715
181 Cl -2.863 -4.756 -0.677  C179 1.830
182 H -1.942 -2.671 0.053  C179 1.090
183 H -3.643 -2.923 0.626  C179 1.090
184 C -6.793 1.049 -3.340  Cl185 1.782, Cl186 1.781, H187 1.090, H188 1.090
185 Cl -5.181 1.079 -2.584  C184 1.782
186 Cl -6.876 -0.252 -4.553  C184 1.781
187 H -7.527 0.911 -2.546  C184 1.090
188 H -6.978 1.986 -3.865  C184 1.090
189 C -3.976 0.950 2.024  Cl190 1.810, Cl191 1.778, H192 1.090, H193 1.090
190 Cl -5.268 1.706 1.006  C189 1.810
191 Cl -3.486 2.049 3.333  C189 1.778
192 H -4.274 -0.034 2.384  C189 1.090
193 H -3.149 0.759 1.340  C189 1.090
194 C -7.357 -2.036 0.133  Cl195 1.751, Cl196 1.791, H197 1.090, H198 1.090
195 Cl -7.473 -2.689 -1.487  C194 1.751
196 Cl -6.780 -3.233 1.335  C194 1.791
197 H -6.626 -1.228 0.093  C194 1.090
198 H -8.306 -1.652 0.506  C194 1.090
199 C -2.865 3.845 -5.559  Cl200 1.730, Cl201 1.821, H202 1.090, H203 1.090
200 Cl -4.591 3.748 -5.499  C199 1.730
201 Cl -2.104 2.192 -5.494  C199 1.821
202 H -2.527 4.196 -6.534  C199 1.090
203 H -2.393 4.285 -4.681  C199 1.090
204 C 2.526 3.428 -5.153  Cl205 1.712, Cl206 1.797, H207 1.090, H208 1.090
205 Cl 3.945 4.100 -5.835  C204 1.712
206 Cl 1.771 2.291 -6.323  C204 1.797
207 H 2.642 2.897 -4.209  C204 1.090
208 H 1.870 4.271 -4.934  C204 1.090
209 C -4.219 6.358 -1.961  Cl210 1.773, Cl211 1.743, H212 1.090, H213 1.090
210 Cl -5.290 4.951 -1.852  C209 1.773
211 Cl -2.686 5.996 -2.707  C209 1.743
212 H -4.707 7.086 -2.610  C209 1.090
213 H -4.053 6.758 -0.961  C209 1.090

Properties
HOMO energy: -8.705 eV
F_max: 3.3 eV/Å
Kohn-Sham gap: 8.966 eV

Mulliken population analysis, charges in e, atoms 1 to 4: Br -0.104; C -0.175; C -0.644; Br -0.170